#A
Computed, not measured: a 2-piece molecular cluster, C2H7N3O overall, with ωB97M-V/def2-TZVPD.

Computed properties:
**HOMO energy (spin up / spin down)**: -8.12 / -8.11 eV
**HOMO-LUMO gap (spin up / spin down)**: 8.0 / 8.0 eV

```
13
Properties=species:S:1:pos:R:3:nbo_charge:R:1
C -1.3047 -0.0489 1.3030 -0.456
N 0.4154 -0.0364 -0.3096 -0.107
N -0.6015 0.6791 0.2426 -0.353
N 1.4307 -0.4838 0.5075 -0.624
C 0.3843 0.2350 -1.7179 0.271
O 1.3724 0.5447 -2.3834 -0.602
H -0.8131 0.9145 -1.1122 0.329
H 1.9474 0.2982 0.9082 0.357
H 2.0606 -1.0514 -0.0489 0.382
H -0.4132 -0.4211 -2.1421 0.181
H -0.8938 0.2445 2.2734 0.214
H -2.3494 0.2630 1.2683 0.215
H -1.2352 -1.1374 1.2111 0.193
```

=====

#B
Computed, not measured: one molecule with the formula C2H7N3O, with ωB97M-V/def2-TZVPD.

Computed properties:
**SMILES**: CN(O)/C=N/N
**HOMO energy**: -8.56 eV
**HOMO-LUMO gap**: 9.4 eV

```
13
Properties=species:S:1:pos:R:3:nbo_charge:R:1
C -1.2809 -0.3817 -1.0006 -0.444
N -0.5009 0.7823 -0.5892 -0.157
O -1.4920 1.5748 0.1959 -0.592
C 0.5564 0.4126 0.2958 0.185
N 1.0399 -0.7473 0.3035 -0.289
N 2.2835 -0.8577 1.0398 -0.682
H -2.1258 0.0214 -1.5626 0.196
H -0.7222 -1.0117 -1.6828 0.218
H -1.5532 -1.0828 -0.1926 0.200
H -1.9520 2.1380 -0.6336 0.470
H 0.9116 1.3245 0.8284 0.166
H 2.2640 -0.3218 1.9027 0.353
H 2.5715 -1.8505 1.0953 0.375
```

=====

#C
Computed, not measured: one molecule with the formula C2H7N3O, with ωB97M-V/def2-TZVPD.

Computed properties:
**HOMO energy (spin up / spin down)**: -6.40 / -6.40 eV
**HOMO-LUMO gap (spin up / spin down)**: 6.9 / 6.9 eV

```
13
Properties=species:S:1:pos:R:3:nbo_charge:R:1
C -2.0416 0.3765 -0.0356 -0.449
N -1.4056 -0.8687 -0.3521 -0.459
C 0.8599 -0.0279 -0.0175 0.520
N 2.1905 -0.4614 0.1768 -0.846
O 0.6417 1.3054 0.1842 -0.682
N -0.0982 -0.8991 -0.2561 -0.260
H 1.0933 1.5960 0.9901 0.487
H 0.2419 -1.8401 -0.4459 0.394
H 2.8613 0.1476 -0.2816 0.380
H 2.3417 -1.4197 -0.1050 0.374
H -3.0965 0.2512 -0.2732 0.202
H -1.9494 0.6249 1.0300 0.163
H -1.6392 1.2152 -0.6141 0.176
```

=====

Best to worst by energy: #C, #B, #A.

=====

#A
Computed, not measured: a 2-piece molecular cluster, C5H14NO overall, with ωB97M-V/def2-TZVPD.

Computed properties:
**Charge**: +1
**HOMO energy**: -13.71 eV
**HOMO-LUMO gap**: 10.5 eV

```
21
Properties=species:S:1:pos:R:3:nbo_charge:R:1
C -1.4819 -0.4909 -1.7701 -0.628
C -0.2723 0.1631 -1.0519 -0.036
C 0.7379 -1.0330 -0.7226 -0.451
C 1.3634 -0.9059 0.6122 -0.235
C 1.2977 -1.8700 1.5316 -0.342
N -0.8024 0.7224 0.2458 -0.717
H -1.6080 -1.5230 -1.3485 0.227
H -2.3965 0.0962 -1.6369 0.220
H -1.2909 -0.6368 -2.8322 0.254
H 0.2344 1.0197 -1.4842 0.222
H 1.5013 -1.0952 -1.5578 0.252
H 0.1802 -1.9622 -0.7830 0.225
H 1.7006 0.0762 0.8762 0.185
H 1.5567 -1.7300 2.5852 0.215
H 0.9284 -2.8831 1.4243 0.213
H 0.0604 1.2076 0.6698 0.475
H -1.0832 0.0596 0.9743 0.439
H -1.5511 1.4171 0.1464 0.446
H 0.8125 3.3664 0.7954 0.500
H 0.0993 3.0080 2.1442 0.502
O 0.0137 2.9938 1.1815 -0.967
```

=====

#B
Computed, not measured: a 2-piece molecular cluster, C5H14NO overall, with ωB97M-V/def2-TZVPD.

Computed properties:
**Charge**: +1
**HOMO energy**: -13.08 eV
**HOMO-LUMO gap**: 9.7 eV

```
21
Properties=species:S:1:pos:R:3:nbo_charge:R:1
C 1.1883 1.4015 1.5590 -0.668
C 0.7154 0.3982 0.5107 -0.026
C -0.6014 1.0744 -0.0512 -0.468
C -0.9081 0.4118 -1.3319 -0.225
C -0.9847 1.0844 -2.4969 -0.331
N 0.4092 -0.9662 1.2627 -0.762
H 0.4976 1.3482 2.4819 0.235
H 2.2982 1.1951 1.7192 0.236
H 1.1497 2.4662 1.0496 0.263
H 1.4727 0.0973 -0.3855 0.248
H -0.4381 2.1520 -0.2339 0.245
H -1.3286 1.1212 0.6766 0.221
H -0.9440 -0.6650 -1.4520 0.202
H -1.2165 0.5650 -3.3715 0.199
H -0.9755 2.1027 -2.6990 0.200
H 1.2751 -1.0340 1.8739 0.452
H 0.3470 -1.7394 0.4667 0.486
H -0.5448 -0.8591 1.7011 0.452
H -1.0764 -3.4918 -1.0607 0.544
H 0.1694 -3.6248 0.0945 0.501
O -0.5043 -3.0374 -0.3133 -1.003
```

=====

#C
Computed, not measured: a 2-piece molecular cluster, C5H14NO overall, with ωB97M-V/def2-TZVPD.

Computed properties:
**Charge**: +1
**HOMO energy**: -13.89 eV
**HOMO-LUMO gap**: 10.7 eV

```
21
Properties=species:S:1:pos:R:3:nbo_charge:R:1
C 1.3525 0.4849 2.0422 -0.431
N 0.1932 0.5000 1.1368 -0.527
C -1.1452 0.4987 1.8719 -0.427
H 2.2395 0.4048 1.3673 0.236
H 1.4044 1.4262 2.6128 0.241
H 1.3920 -0.3848 2.6701 0.240
H 0.2136 -0.3365 0.5283 0.468
H 0.3587 1.2856 0.5443 0.429
H -1.1670 -0.3784 2.5692 0.246
H -1.9941 0.5206 1.1450 0.246
H -1.1459 1.4447 2.4479 0.236
C -0.6162 0.3566 -2.0123 -0.110
O -0.9199 0.3346 -3.4194 -0.680
C -0.2612 -1.0300 -1.4121 -0.289
C 1.0227 -1.4887 -1.4024 -0.353
H -1.4579 0.7724 -1.4140 0.157
H 0.2779 1.0227 -1.8940 0.176
H -1.7076 -0.2284 -3.5304 0.475
H -1.1625 -1.7096 -1.1886 0.231
H 1.1751 -2.4957 -1.0034 0.215
H 1.9477 -0.9997 -1.6591 0.221
```

=====

Best to worst by energy: #A, #C, #B.

=====

#A
Computed, not measured: a 2-piece molecular cluster, C5H14NO overall, with ωB97M-V/def2-TZVPD.

Computed properties:
**Charge**: +1
**HOMO energy**: -14.52 eV
**HOMO-LUMO gap**: 11.0 eV

```
21
Properties=species:S:1:pos:R:3:nbo_charge:R:1
C -2.1404 0.6966 0.4819 -0.638
C -1.8825 -0.7907 0.5767 -0.403
C -0.6315 -1.2470 -0.2156 -0.457
C 0.6015 -0.4951 0.1851 0.139
C 1.5587 0.0970 -0.4905 -0.322
N 0.9074 -0.7379 1.6589 -0.709
H -1.8948 1.1977 -0.4517 0.224
H -1.6934 1.2736 1.2849 0.202
H -3.2055 0.9009 0.5652 0.243
H -2.6875 -1.3693 0.1280 0.240
H -1.7980 -1.0868 1.6251 0.187
H -0.4536 -2.3058 -0.0249 0.225
H -0.7157 -1.1624 -1.2963 0.254
H 2.4330 0.4444 0.0373 0.223
H 1.3476 0.2741 -1.5262 0.258
H 0.5605 0.0380 2.2213 0.443
H 1.8723 -0.8898 1.9469 0.447
H 0.3961 -1.5761 1.9550 0.439
H 1.7404 2.2318 -3.1251 0.473
H 3.2098 2.4515 -3.0103 0.485
O 2.4758 2.0552 -2.5259 -0.953
```

=====

#B
Computed, not measured: a 2-piece molecular cluster, C5H14NO overall, with ωB97M-V/def2-TZVPD.

Computed properties:
**Charge**: +1
**HOMO energy**: -13.10 eV
**HOMO-LUMO gap**: 9.5 eV

```
21
Properties=species:S:1:pos:R:3:nbo_charge:R:1
C 0.4274 0.8359 0.1694 -0.252
C 1.3799 -0.1576 0.7168 -0.434
C 1.0300 -1.5932 0.4334 -0.449
C -0.6157 -2.4912 2.0704 -0.350
C -0.3466 -2.0395 0.8683 -0.231
N 0.6199 1.4130 -1.1796 -0.697
H -0.6468 0.6395 0.3764 0.249
H 0.5046 1.7451 0.7906 0.229
H 1.4468 -0.0616 1.8650 0.255
H 2.4415 0.1528 0.4340 0.234
H 1.1452 -1.6269 -0.7125 0.182
H 1.6876 -2.3922 0.7750 0.257
H 0.0647 -2.8064 2.7988 0.199
H -1.7293 -2.5689 2.4454 0.215
H -1.3161 -1.8565 0.2616 0.205
H 1.3610 1.9982 -1.4181 0.435
H -0.1353 2.1426 -1.3893 0.483
H 0.6073 0.5839 -1.9292 0.450
H -2.4873 2.9301 -1.3800 0.484
H -2.6207 2.0722 -2.5921 0.494
O -1.9891 2.7289 -2.2022 -0.960
```

=====

#C
Computed, not measured: a 2-piece molecular cluster, C5H14NO overall, with ωB97M-V/def2-TZVPD.

Computed properties:
**Charge**: +1
**HOMO energy**: -12.72 eV
**HOMO-LUMO gap**: 9.4 eV

```
21
Properties=species:S:1:pos:R:3:nbo_charge:R:1
C 1.0318 -0.2628 0.5703 -0.237
C 0.2034 -1.5236 0.9512 -0.464
C -1.2842 -1.2242 0.9432 -0.174
C -1.8074 -0.0305 0.5887 -0.230
C -2.9938 0.2327 -0.2706 -0.679
N 0.6941 0.2387 -0.8396 -0.707
H 2.1509 -0.5286 0.5564 0.240
H 0.8229 0.4725 1.4244 0.252
H 0.3433 -1.8522 2.0020 0.261
H 0.4764 -2.2908 0.2976 0.224
H -1.9277 -2.1939 0.6715 0.212
H -1.3136 0.8663 1.0117 0.190
H -2.8902 1.2328 -0.6291 0.235
H -3.9548 0.2481 0.3210 0.255
H -3.0219 -0.6855 -0.9006 0.235
H -0.3009 0.2867 -1.0049 0.452
H 1.1386 -0.2721 -1.5649 0.429
H 1.1532 1.2240 -0.9056 0.488
H 3.5642 1.1174 -1.4648 0.482
H 3.5856 2.6654 -1.4320 0.515
O 3.0521 1.8611 -1.1504 -0.980
```

=====

#D
Computed, not measured: a 2-piece molecular cluster, C5H14NO overall, with ωB97M-V/def2-TZVPD.

Computed properties:
**Charge**: +1
**HOMO energy**: -13.08 eV
**HOMO-LUMO gap**: 9.8 eV

```
21
Properties=species:S:1:pos:R:3:nbo_charge:R:1
C -1.2247 0.4995 0.0033 -0.222
C -1.4950 -0.8589 0.6349 -0.422
C -0.1930 -1.7445 0.8591 -0.451
C 1.4226 -0.3914 2.0520 -0.334
C 1.1201 -0.9384 0.8638 -0.271
N -0.4846 0.3830 -1.2945 -0.679
H -0.6562 1.1979 0.5974 0.236
H -2.1964 0.9395 -0.2363 0.227
H -1.7819 -0.5332 1.6311 0.248
H -2.1140 -1.4278 -0.0811 0.226
H -0.2511 -2.5537 0.1019 0.225
H -0.3342 -2.2271 1.8278 0.243
H 0.6370 -0.1943 2.7822 0.194
H 2.4373 -0.1607 2.3582 0.221
H 1.8250 -0.8951 0.0301 0.206
H -0.9690 -0.2067 -1.9887 0.429
H -0.4997 1.2791 -1.8181 0.460
H 0.4780 0.0767 -1.1611 0.457
H 0.9409 2.6880 -3.0120 0.490
H 2.0460 2.8027 -1.9377 0.506
O 1.2927 2.2654 -2.2120 -0.988
```

=====

Best to worst by energy: #A, #D, #C, #B.

=====

#A
Computed, not measured: a 2-piece molecular cluster, C5H14NO overall, with ωB97M-V/def2-TZVPD.

Computed properties:
**Charge**: +1
**HOMO energy**: -13.51 eV
**HOMO-LUMO gap**: 10.3 eV

```
21
Properties=species:S:1:pos:R:3:nbo_charge:R:1
C 1.5196 1.3699 -0.3567 -0.647
C 0.5445 0.2714 0.0953 0.004
C -0.7599 0.7699 0.5943 -0.480
C -1.3310 1.4273 -0.7326 -0.155
C -1.7150 0.5960 -1.7191 -0.409
N 1.1921 -0.6118 1.1973 -0.757
H 2.4177 0.9549 -0.8386 0.239
H 0.8873 1.5851 -1.1992 0.258
H 1.6857 2.1301 0.4975 0.232
H 0.4857 -0.4458 -0.6935 0.219
H -0.5996 1.4945 1.3028 0.229
H -1.4108 0.0035 0.7704 0.222
H -1.2032 2.5478 -0.7799 0.233
H -2.3179 1.0751 -2.4575 0.241
H -1.7227 -0.4914 -1.4444 0.185
H 1.3178 -0.2477 2.1567 0.432
H 2.0242 -1.2174 1.0711 0.440
H 0.5582 -1.5349 1.2308 0.474
H -1.1070 -2.7840 0.1099 0.497
H -0.2851 -3.8923 0.8014 0.511
O -0.1806 -3.0000 0.3939 -0.967
```

=====

#B
Computed, not measured: C5H14NO as an isolated structure, with ωB97M-V/def2-TZVPD.

Computed properties:
**Charge**: +1
**HOMO energy**: -13.63 eV
**HOMO-LUMO gap**: 9.3 eV

```
21
Properties=species:S:1:pos:R:3:nbo_charge:R:1
C 2.3059 -0.3930 -0.9018 -0.624
C -0.0778 1.8804 0.7601 -0.429
C -0.5826 -0.1137 -0.4055 0.115
C -4.8226 -0.0545 -0.3356 0.321
C 1.5389 0.9192 -0.8063 -0.240
N 0.2398 0.8137 -0.1474 -0.216
O -3.6805 0.2961 -0.4349 -0.562
H 2.5599 -0.7673 0.0872 0.232
H 1.7593 -1.1609 -1.4405 0.215
H 3.2273 -0.2143 -1.4463 0.255
H 0.1327 2.8435 0.2880 0.244
H -1.1269 1.8458 1.0550 0.243
H 0.5507 1.8027 1.6531 0.244
H -1.5774 -0.1292 0.0284 0.257
H 0.9829 -2.2859 1.6303 -0.047
H -0.3294 -0.8959 -1.1061 0.221
H 1.4665 -2.6944 2.0830 0.047
H -5.6673 0.6342 -0.4669 0.129
H -5.1002 -1.0942 -0.1043 0.121
H 1.3628 1.3149 -1.8135 0.240
H 2.1379 1.6502 -0.2598 0.234
```

=====

#C
Computed, not measured: a 2-piece molecular cluster, C5H14NO overall, with ωB97M-V/def2-TZVPD.

Computed properties:
**Charge**: +1
**HOMO energy**: -13.36 eV
**HOMO-LUMO gap**: 10.1 eV

```
21
Properties=species:S:1:pos:R:3:nbo_charge:R:1
C 1.6917 -0.2681 0.7554 -0.218
C 1.1248 0.4046 -0.5041 -0.460
C -0.2488 1.0104 -0.3553 0.027
C -0.6612 1.5631 0.7800 -0.431
C -1.0162 1.0998 -1.6262 -0.675
N 0.6791 -1.1437 1.4220 -0.685
H 2.5965 -0.8367 0.5440 0.239
H 1.9753 0.5000 1.4761 0.224
H 1.1214 -0.3252 -1.3173 0.227
H 1.9285 1.1113 -0.7379 0.257
H -0.0331 1.5811 1.6559 0.182
H -1.6382 2.0146 0.9099 0.231
H -0.7997 2.0638 -2.0434 0.252
H -0.6931 0.4736 -2.4634 0.223
H -2.1010 1.0430 -1.5584 0.239
H 0.2819 -1.8781 0.8236 0.460
H 1.0277 -1.5285 2.2981 0.437
H -0.1334 -0.5645 1.6578 0.459
H -1.8946 -1.6188 -1.1615 0.500
H -1.6543 -2.8316 -0.2597 0.488
O -1.5532 -1.8701 -0.2955 -0.975
```

=====

#D
Computed, not measured: a 3-piece molecular cluster, C5H14NO overall, with ωB97M-V/def2-TZVPD.

Computed properties:
**Charge**: +1
**HOMO energy**: -13.30 eV
**HOMO-LUMO gap**: 10.1 eV

```
21
Properties=species:S:1:pos:R:3:nbo_charge:R:1
C -2.8694 -0.5126 -0.9374 -0.674
C -1.7425 0.0095 1.3265 -0.568
C 3.5074 -1.5332 -0.7864 -0.458
C -1.7137 -0.5680 0.0944 -0.100
C 2.5763 -0.8701 -0.1803 0.092
N 0.2709 1.7905 0.2257 -0.972
O 2.6842 0.4914 0.0244 -0.727
H -3.4445 -1.4634 -0.8162 0.258
H -2.3502 -0.5847 -1.9405 0.231
H -3.5713 0.3896 -0.7581 0.244
H -2.7305 0.2433 1.8167 0.241
H -1.0598 -0.2216 2.2664 0.242
H 3.4712 0.8490 -0.4277 0.517
H 4.4610 -1.1702 -1.2175 0.222
H 3.4685 -2.5809 -0.9491 0.233
H -0.8226 -1.0329 -0.3607 0.197
H 1.7232 -1.2767 0.3345 0.192
H 0.0958 2.3464 -0.6566 0.451
H 1.1125 1.0020 0.0421 0.486
H 0.2428 2.2694 1.1230 0.446
H -0.5236 1.1716 0.4911 0.450
```

=====

Best to worst by energy: #C, #A, #B, #D.

=====

#A
Computed, not measured: C6H11NO as an isolated structure, with ωB97M-V/def2-TZVPD.

Computed properties:
**HOMO energy**: -8.72 eV
**HOMO-LUMO gap**: 8.7 eV

```
19
Properties=species:S:1:pos:R:3:nbo_charge:R:1
C 1.8050 1.0187 1.1433 -0.716
C 1.1214 -0.2893 0.8587 0.300
C 0.3815 -0.3805 -1.1222 0.406
N 1.5263 -1.4355 1.2362 -0.642
O 0.7036 0.6505 -1.7081 -0.588
H 2.4106 -1.3784 1.7525 0.337
H 0.8006 -1.3796 -1.2682 0.175
H 1.2606 1.5571 1.9243 0.228
H 2.8260 0.8643 1.5003 0.215
H 1.8348 1.6301 0.2404 0.255
C -2.1473 0.1834 -1.4285 -0.621
C -1.1724 -0.6098 -0.5972 -0.365
C -0.7773 -0.1284 0.7142 -0.305
H -1.3709 -1.6815 -0.6137 0.214
H -1.7610 1.0433 -1.9784 0.234
H -2.9937 0.6256 -0.8951 0.209
H -2.5935 -0.4569 -2.1948 0.215
H -0.8676 0.9430 0.8769 0.219
H -0.9869 -0.7762 1.5593 0.230
```

=====

#B
Computed, not measured: one molecule with the formula C6H11NO, with ωB97M-V/def2-TZVPD.

Computed properties:
**SMILES**: CN1[C@H]2[C@H](O)CC[C@@H]21
**HOMO energy**: -8.75 eV
**HOMO-LUMO gap**: 9.4 eV

```
19
Properties=species:S:1:pos:R:3:nbo_charge:R:1
C -2.2034 1.1647 0.9796 -0.423
N -1.5251 -0.1572 0.8826 -0.332
C -0.5902 -0.4114 -0.3064 -0.199
C 0.6391 0.2717 -0.9707 0.103
O 0.6664 0.0407 -2.4282 -0.734
C 1.7598 -0.5081 -0.2017 -0.431
C 1.2149 -0.7981 1.2777 -0.402
C -0.1416 -0.0258 1.0444 -0.040
H -1.6484 2.0373 0.4728 0.184
H -3.2596 1.0018 0.4728 0.209
H -2.3943 1.3052 2.0497 0.207
H -0.5779 -1.4258 -0.5589 0.199
H 0.7271 1.3562 -0.8399 0.178
H 0.3549 1.0101 -2.9519 0.467
H 1.9611 -1.4336 -0.7245 0.225
H 2.6346 0.1311 -0.1221 0.211
H 1.9312 -0.4513 2.0097 0.209
H 1.2894 -1.9880 1.4414 0.213
H 0.2548 1.0744 1.0612 0.156
```

=====

#C
Computed, not measured: one molecule with the formula C6H11NO, with ωB97M-V/def2-TZVPD.

Computed properties:
**SMILES**: C=N/C=C/CCCO
**HOMO energy**: -8.74 eV
**HOMO-LUMO gap**: 9.6 eV

```
19
Properties=species:S:1:pos:R:3:nbo_charge:R:1
C -1.1048 -2.1294 2.9222 -0.045
N -0.2618 -2.3231 1.9731 -0.399
C 0.2151 -1.2518 1.1539 -0.076
C 0.2297 -1.4151 -0.1886 -0.180
C 0.6901 -0.4193 -1.1961 -0.433
C 0.0044 1.0113 -0.9276 -0.442
C 0.6346 2.2584 -1.3905 -0.082
O -0.4031 3.2006 -1.7818 -0.741
H -1.4706 -1.2349 3.2845 0.140
H -1.4519 -2.9522 3.3742 0.161
H 0.3607 -0.3323 1.7247 0.176
H -0.0597 -2.3503 -0.4706 0.208
H 1.7552 -0.3977 -0.9531 0.219
H 0.6807 -0.9256 -2.3090 0.214
H -0.2098 0.9547 0.2116 0.216
H -0.9861 0.8588 -1.3654 0.231
H 1.5096 2.1529 -2.1895 0.179
H 1.0409 2.8904 -0.4848 0.180
H -0.1270 3.6681 -2.6201 0.473
```

=====

Best to worst by energy: #A, #C, #B.